a:
{"formula": "C5H7OP", "method": "ωB97M-V/def2-TZVPD", "orbital_gap_ev": 8.41, "multiplicity": 1, "smiles": "OCC1=[PH]=CC=C1", "total_charge": 0, "elements": ["C", "C", "C", "C", "C", "O", "P", "H", "H", "H", "H", "H", "H", "H"], "positions_angstrom": [[-1.6544, -0.7289, -0.8303], [-0.7064, 0.1874, -1.1662], [-1.3666, -1.5157, 0.2245], [0.3994, 0.2530, -0.0561], [1.5374, 1.2228, -0.0692], [2.0679, 1.4063, 1.2577], [0.2722, -1.2187, 0.9066], [-2.5246, -0.8679, -1.4851], [-0.8034, 0.9832, -1.8443], [-2.1231, -2.3461, 0.5471], [1.0569, 2.1130, -0.2315], [2.3113, 0.8579, -0.7344], [2.0330, 0.4010, 1.5914], [-0.4997, -0.7474, 1.8899]], "nbo_charge": [-0.28, -0.19, -0.48, -0.34, -0.13, -0.69, 0.56, 0.22, 0.21, 0.24, 0.20, 0.18, 0.45, 0.03]}

***

b:
{"formula": "C5H7OP", "method": "ωB97M-V/def2-TZVPD", "orbital_gap_ev": 10.16, "multiplicity": 1, "smiles": "C[C@]12C=CCP1O2", "total_charge": 0, "elements": ["C", "C", "C", "C", "C", "O", "P", "H", "H", "H", "H", "H", "H", "H"], "positions_angstrom": [[0.8500, -1.2584, 0.7226], [0.2274, -0.9214, -0.3860], [1.0003, -0.1695, 1.8169], [-0.1817, 0.5304, -0.5240], [-1.5309, 0.8414, -1.4391], [0.9362, 1.3863, -0.5130], [0.2941, 1.3868, 1.0093], [1.3152, -2.2824, 0.6986], [0.0767, -1.7174, -1.1981], [0.2126, -0.5672, 2.5245], [2.0344, -0.0445, 2.0420], [-2.2241, 1.1864, -0.7494], [-1.6851, 0.0006, -1.9964], [-1.3252, 1.6289, -2.0081]], "nbo_charge": [-0.17, -0.25, -0.78, 0.00, -0.60, -0.72, 0.95, 0.21, 0.22, 0.26, 0.25, 0.22, 0.21, 0.21]}

***

Stability, highest: b

***

a:
{"formula": "C5H7OP", "method": "ωB97M-V/def2-TZVPD", "orbital_gap_ev": [6.77, 6.81], "multiplicity": 1, "total_charge": 0, "elements": ["C", "C", "C", "C", "C", "O", "P", "H", "H", "H", "H", "H", "H", "H"], "positions_angstrom": [[1.8608, -1.2742, 0.4081], [0.6725, -1.0951, -0.1998], [-1.2982, 0.6238, 0.8797], [-1.1975, 0.3532, -0.6592], [0.0223, -0.2787, -1.0447], [2.6572, -0.1217, 0.4894], [2.5697, 1.3358, -0.2622], [2.2971, -1.9823, 1.0856], [-2.3044, 1.0504, 1.1675], [-0.4711, 1.2599, 1.1480], [-1.2348, -0.4216, 1.2437], [-1.5180, 1.2223, -1.2827], [-2.0236, -0.3691, -0.8976], [-0.0322, -0.3027, -2.0759]], "nbo_charge": [0.04, -0.05, -0.61, -0.44, -0.19, -0.80, 0.53, 0.21, 0.21, 0.21, 0.22, 0.22, 0.22, 0.22]}

***

b:
{"formula": "C5H7OP", "method": "ωB97M-V/def2-TZVPD", "orbital_gap_ev": 8.63, "multiplicity": 1, "smiles": "CC1=C2OP2CC1", "total_charge": 0, "elements": ["C", "C", "C", "C", "C", "O", "P", "H", "H", "H", "H", "H", "H", "H"], "positions_angstrom": [[0.1394, -0.8230, -0.2742], [-0.3568, -1.4387, -1.3357], [0.4475, 0.6216, -0.7416], [-0.9104, 0.9336, -1.5449], [0.3461, -1.4892, 1.0784], [-1.7413, -1.7918, -1.5887], [-1.1021, -0.6174, -2.7043], [0.4942, 1.2445, 0.1956], [1.5390, 0.6456, -1.2252], [-1.6233, 1.0480, -0.7758], [-1.0253, 1.6943, -2.2814], [-0.7179, -1.8547, 1.4647], [0.6588, -0.9404, 2.0306], [0.9449, -2.3732, 0.9655]], "nbo_charge": [-0.02, -0.02, -0.43, -0.68, -0.66, -0.69, 0.91, 0.22, 0.23, 0.23, 0.22, 0.23, 0.23, 0.24]}

***

Stability, highest: b

***

a:
{"formula": "C4H8NO", "method": "ωB97M-V/def2-TZVPD", "orbital_gap_ev": 10.71, "multiplicity": 1, "smiles": "C=C=[NH+]COC", "total_charge": 1, "elements": ["C", "C", "C", "C", "N", "O", "H", "H", "H", "H", "H", "H", "H", "H"], "positions_angstrom": [[-1.0138, -0.0483, 1.6745], [1.0910, -0.0812, -0.0824], [-1.6428, -0.6513, 2.6153], [0.7147, 0.3306, -2.4533], [-0.3531, 0.3390, 0.6833], [1.0585, 0.7258, -1.1076], [1.0279, -1.2297, -0.4011], [1.9031, 0.3500, 0.5529], [-1.3767, -0.6760, 3.7894], [-2.5972, -1.1564, 2.4981], [0.3032, -0.6506, -2.3309], [0.0056, 1.0624, -2.8142], [1.4802, 0.4108, -3.0841], [-0.6004, 1.2748, 0.4601]], "nbo_charge": [0.47, 0.16, -0.47, -0.23, -0.53, -0.50, 0.22, 0.24, 0.32, 0.30, 0.18, 0.21, 0.21, 0.43]}

***

b:
{"formula": "C4H8NO", "method": "ωB97M-V/def2-TZVPD", "orbital_gap_ev": 9.58, "multiplicity": 1, "smiles": "C/C=[NH+]/C=C\\O", "total_charge": 1, "elements": ["C", "C", "C", "C", "N", "O", "H", "H", "H", "H", "H", "H", "H", "H"], "positions_angstrom": [[-2.8123, -0.0616, -0.4141], [-2.1277, -0.0567, 0.7041], [0.8110, -0.4621, -0.1760], [1.9774, 0.3634, -0.2327], [-0.3514, -0.0904, 0.3938], [-2.5416, -0.1560, -1.6237], [-3.8952, 0.2471, -0.3381], [-2.2055, 0.1826, 1.7549], [0.8614, -1.4772, -0.7000], [1.7636, 1.1938, -0.8077], [2.6007, -0.2627, -0.7979], [2.3827, 0.6735, 0.8503], [-0.1246, 0.7681, 0.8693], [-1.6593, -0.4280, -1.7850]], "nbo_charge": [0.18, -0.08, 0.29, -0.72, -0.53, -0.58, 0.25, 0.27, 0.23, 0.27, 0.26, 0.29, 0.39, 0.49]}

***

Stability, highest: a

***

a:
{"formula": "C4H8NO", "method": "ωB97M-V/def2-TZVPD", "orbital_gap_ev": [6.31, 6.31], "multiplicity": 1, "total_charge": 1, "elements": ["C", "C", "C", "C", "N", "O", "H", "H", "H", "H", "H", "H", "H", "H"], "positions_angstrom": [[-2.5175, 0.5961, -0.0321], [-1.6517, -0.3815, -0.1283], [0.8064, -0.7410, -0.0461], [1.7839, 0.3228, -0.2160], [-0.4904, -0.4536, 0.5983], [3.0902, 0.1552, -0.0499], [-3.5239, 0.4580, -0.4129], [-2.3266, 1.3161, 0.7759], [-1.9055, -1.2683, -0.7279], [0.5805, -1.1109, -0.9950], [1.3376, -1.4655, 0.4696], [1.4917, 1.2694, -0.4405], [-0.3445, 0.2969, 1.2384], [3.6697, 1.0065, -0.0334]], "nbo_charge": [-0.40, -0.05, -0.37, 0.56, -0.53, -0.54, 0.24, 0.20, 0.22, 0.30, 0.26, 0.19, 0.38, 0.56]}

***

b:
{"formula": "C4H8NO", "method": "ωB97M-V/def2-TZVPD", "orbital_gap_ev": 9.79, "multiplicity": 1, "smiles": "C=[N+]1CC(O)C1", "total_charge": 1, "elements": ["C", "C", "C", "C", "N", "O", "H", "H", "H", "H", "H", "H", "H", "H"], "positions_angstrom": [[0.1843, -0.7479, -0.9549], [1.6613, 0.9132, -0.2744], [-0.5287, 1.0376, 0.2553], [-1.0228, -0.6399, 0.1712], [0.5073, 0.4841, -0.4598], [-0.9021, -1.2552, 1.4448], [-0.1116, -0.8144, -1.9975], [0.8643, -1.5858, -0.6776], [1.7182, 1.7468, 0.4238], [2.6202, 0.3275, -0.3723], [-1.1530, 1.6222, -0.3712], [-0.3726, 1.6226, 1.1417], [-1.8913, -1.0299, -0.3744], [-1.5735, -1.6811, 2.0453]], "nbo_charge": [-0.28, 0.12, -0.25, 0.18, -0.23, -0.76, 0.26, 0.26, 0.21, 0.24, 0.24, 0.26, 0.22, 0.55]}

***

c:
{"formula": "C4H8NO", "method": "ωB97M-V/def2-TZVPD", "orbital_gap_ev": 11.27, "multiplicity": 1, "smiles": "COC1=[N+](C)C1", "total_charge": 1, "elements": ["C", "C", "C", "C", "N", "O", "H", "H", "H", "H", "H", "H", "H", "H"], "positions_angstrom": [[-0.1879, 0.0689, -0.1895], [0.5737, 1.3280, -0.2964], [2.1865, -0.8579, 0.0813], [-2.6048, -0.1947, 0.1078], [1.0705, -0.0103, -0.0470], [-1.1970, -0.6813, 0.1271], [0.7060, 1.9214, -1.2237], [0.5895, 1.9193, 0.6368], [2.1273, -1.8998, -0.4646], [2.3879, -1.0575, 1.1578], [3.1251, -0.2153, -0.3421], [-3.2326, -0.9893, -0.4859], [-2.6133, 0.8980, -0.2931], [-2.9308, -0.2294, 1.2316]], "nbo_charge": [0.69, -0.22, -0.47, -0.28, -0.27, -0.41, 0.24, 0.22, 0.27, 0.25, 0.26, 0.25, 0.22, 0.24]}

***

d:
{"formula": "C4H8NO", "method": "ωB97M-V/def2-TZVPD", "orbital_gap_ev": 10.20, "multiplicity": 1, "total_charge": 1, "elements": ["C", "C", "C", "C", "N", "O", "H", "H", "H", "H", "H", "H", "H", "H"], "positions_angstrom": [[0.0411, -1.0223, 0.3665], [-0.9748, 0.0681, 0.4445], [-2.2352, 0.2561, -0.4189], [2.3571, 0.0485, -0.1380], [0.9400, -0.0071, -0.0531], [0.1038, 1.0147, 0.1581], [0.3093, -2.0910, 0.5418], [-1.0723, 0.0863, 1.5803], [-2.6274, 1.3329, -0.3990], [-3.1204, -0.3048, -0.0060], [-1.8485, 0.2389, -1.5171], [2.8104, -0.7383, -0.9218], [2.7655, 0.0280, 0.8351], [2.5516, 1.0901, -0.4723]], "nbo_charge": [0.14, 0.03, -0.67, -0.47, 0.06, -0.26, 0.28, 0.27, 0.27, 0.28, 0.26, 0.28, 0.25, 0.27]}

***

Stability, highest: a

***

a:
{"formula": "C4H8NO", "method": "ωB97M-V/def2-TZVPD", "orbital_gap_ev": 9.31, "multiplicity": 1, "smiles": "C[N+](C)=CC=O", "total_charge": 1, "elements": ["C", "C", "C", "C", "N", "O", "H", "H", "H", "H", "H", "H", "H", "H"], "positions_angstrom": [[-0.9570, -0.1936, -0.3584], [-1.5180, -1.6745, 0.1540], [0.5652, 1.5570, -0.7617], [1.0540, -0.2354, 0.8776], [0.1460, 0.3498, -0.0766], [-1.6906, -2.3709, 1.1975], [-1.7334, 0.2877, -0.9232], [-1.8380, -2.2152, -0.8029], [0.1002, 1.6606, -1.8074], [1.7356, 1.7666, -0.7995], [0.1488, 2.4128, -0.1750], [0.5766, -0.6030, 1.6944], [1.9054, 0.3653, 1.2427], [1.5051, -1.1072, 0.5384]], "nbo_charge": [0.20, 0.34, -0.47, -0.46, -0.21, -0.39, 0.25, 0.17, 0.26, 0.28, 0.26, 0.25, 0.26, 0.25]}

***

b:
{"formula": "C4H8NO", "method": "ωB97M-V/def2-TZVPD", "orbital_gap_ev": [9.10, 8.55], "multiplicity": 1, "total_charge": 1, "elements": ["C", "C", "C", "C", "N", "O", "H", "H", "H", "H", "H", "H", "H", "H"], "positions_angstrom": [[-0.0909, -0.8088, 1.3308], [-0.5879, -0.8728, 0.0174], [-1.7539, -0.4189, -0.7376], [1.5774, 0.9493, 0.3660], [0.5813, -0.0816, 0.5126], [2.4083, 0.9810, 1.4462], [-0.0560, -1.1258, 2.3555], [0.0005, -2.7770, -0.5230], [-2.2626, 0.3893, -0.2048], [-2.4614, -1.2380, -0.8642], [-1.4671, -0.0629, -1.7252], [2.0672, 0.7941, -0.6053], [1.0274, 1.9070, 0.3335], [3.1992, 0.4354, 1.3385]], "nbo_charge": [0.24, 0.20, -0.71, 0.08, -0.25, -0.67, 0.28, 0.07, 0.25, 0.28, 0.27, 0.22, 0.23, 0.50]}

***

Stability, highest: a

***

a:
{"formula": "C4H8NO", "method": "ωB97M-V/def2-TZVPD", "orbital_gap_ev": 9.27, "multiplicity": 1, "total_charge": 1, "elements": ["C", "C", "C", "C", "N", "O", "H", "H", "H", "H", "H", "H", "H", "H"], "positions_angstrom": [[2.3706, 0.1865, 0.0833], [1.2366, 0.8588, 0.0764], [-0.4185, -1.0662, -0.0032], [-1.0983, 0.1066, 0.5827], [-0.0056, 0.2886, -0.2687], [-2.4054, 0.5788, -0.0211], [3.2985, 0.6857, 0.2853], [2.4175, -0.8678, -0.1324], [1.1693, 1.9211, 0.2612], [0.1809, -1.6787, 0.6626], [-0.8571, -1.5988, -0.8381], [-1.1402, 0.3514, 1.6362], [-2.2389, 1.1593, -0.8016], [-2.9763, -0.1756, -0.2805]], "nbo_charge": [-0.39, -0.05, -0.24, 0.19, -0.40, -0.62, 0.24, 0.21, 0.22, 0.24, 0.23, 0.25, 0.57, 0.56]}

***

b:
{"formula": "C4H8NO", "method": "ωB97M-V/def2-TZVPD", "orbital_gap_ev": 11.45, "multiplicity": 1, "total_charge": 1, "elements": ["C", "C", "C", "C", "N", "O", "H", "H", "H", "H", "H", "H", "H", "H"], "positions_angstrom": [[-2.1926, -0.3284, -0.3075], [-1.3672, 0.6583, -0.0643], [0.4153, 0.4612, 0.5666], [1.3589, 0.1994, -0.6029], [1.0297, -0.8848, 0.3795], [2.6656, 0.6840, -0.4253], [-3.2267, -0.1498, -0.3999], [-1.7624, -1.2861, -0.4426], [-1.8028, 1.6728, 0.0353], [0.5609, 0.9129, 1.5468], [1.0599, 0.1446, -1.7100], [1.6032, -1.3220, 1.1168], [0.2483, -1.5337, 0.2463], [3.4673, 0.3023, -0.8383]], "nbo_charge": [-0.39, -0.15, -0.07, 0.26, -0.59, -0.70, 0.25, 0.18, 0.24, 0.28, 0.26, 0.47, 0.44, 0.53]}

***

c:
{"formula": "C4H8NO", "method": "ωB97M-V/def2-TZVPD", "orbital_gap_ev": 10.62, "multiplicity": 1, "smiles": "C=C1O[C@H]1[NH2+]C", "total_charge": 1, "elements": ["C", "C", "C", "C", "N", "O", "H", "H", "H", "H", "H", "H", "H", "H"], "positions_angstrom": [[-1.5973, -0.0829, 0.0625], [-2.7319, 0.5215, -0.1401], [-0.2487, -0.2155, 0.5655], [2.1112, -0.4289, -0.0988], [0.8844, 0.4004, -0.1725], [-0.8918, -1.2234, -0.1721], [-3.5230, 0.0386, -0.6861], [-2.9119, 1.5072, 0.2478], [-0.0111, -0.4336, 1.6010], [2.4498, -0.5015, 0.9330], [1.8906, -1.4286, -0.4708], [2.9013, 0.0120, -0.7024], [0.6048, 0.4920, -1.1611], [1.0735, 1.3428, 0.1944]], "nbo_charge": [0.25, -0.42, 0.15, -0.43, -0.51, -0.41, 0.25, 0.25, 0.23, 0.24, 0.25, 0.25, 0.45, 0.45]}

***

d:
{"formula": "C4H8NO", "method": "ωB97M-V/def2-TZVPD", "orbital_gap_ev": 9.58, "multiplicity": 1, "smiles": "[NH3+]C/C=C1\\CO1", "total_charge": 1, "elements": ["C", "C", "C", "C", "N", "O", "H", "H", "H", "H", "H", "H", "H", "H"], "positions_angstrom": [[0.5523, 0.7324, 0.6570], [-0.5455, -0.1258, 0.7033], [-1.6544, -0.1253, -1.9245], [-1.1723, -0.3764, -0.4926], [1.8870, -0.2108, 0.8987], [-2.3844, -0.6004, -0.7832], [0.5399, 1.3290, 1.6151], [0.8162, 1.4648, -0.1777], [-0.8879, -0.6618, 1.5540], [-1.9079, 0.8335, -2.2292], [-1.3930, -0.9952, -2.5571], [1.5402, -1.1692, 1.0566], [2.3139, 0.1398, 1.7733], [2.2959, -0.2345, -0.0938]], "nbo_charge": [-0.21, -0.47, -0.12, 0.41, -0.76, -0.40, 0.23, 0.26, 0.26, 0.22, 0.22, 0.44, 0.46, 0.46]}

***

Stability, highest: c